Entry 1:
18
Properties=species:S:1:pos:R:3:forces:R:3:lowdin_charge:R:1 method="wB97M-V/def2-TZVPD" e_lumo_ev="-1.7 / -1.7" relative_energy_kcal_mol=39.1 homo_ev="-8.107 / -8.097" spin_multiplicity=1 largest_force_ev_per_a=8.20
C -1.02365 0.45494 0.27027 0.8 -1.8 0.8 -0.2654
C 0.09345 0.39136 1.06170 1.2 1.1 1.8 -0.2341
N 1.26410 -0.12914 -1.16146 0.6 1.0 -0.4 0.2231
N 1.33480 -0.87373 -2.00233 -0.4 2.3 5.5 -0.2961
N 1.33283 -1.68338 -2.79437 0.1 -4.7 -6.7 0.1200
N -1.74159 -0.62531 -0.08334 3.3 -3.3 3.2 0.1642
N 0.94908 1.40340 1.33535 0.7 0.9 0.5 0.1354
N -1.42734 1.63490 -0.33844 -1.4 1.7 -0.2 -0.3259
N 0.59023 -0.82832 1.70830 0.8 -1.5 -1.6 -0.2877
O -2.36672 1.52642 -1.12088 0.2 0.1 -0.3 0.0709
O -0.98438 2.73093 0.00790 0.7 -0.3 -0.1 0.0577
O 1.72771 -0.80804 2.20255 -1.8 0.3 -0.1 0.0546
O -0.02959 -1.89371 1.51474 0.3 1.0 0.5 0.0304
H 1.40093 -2.70672 -2.86518 0.0 1.2 1.0 0.1272
H -2.40729 -0.55899 -0.75302 -2.2 0.3 -2.3 0.0542
H -1.24951 -1.54597 0.22368 -1.6 2.1 -0.9 0.1285
H 1.80483 1.22373 1.94442 -1.9 0.3 -1.5 0.1453
H 0.73210 2.28762 0.85010 0.5 -0.7 0.7 0.0977

Entry 2:
89
Properties=species:S:1:pos:R:3:forces:R:3:lowdin_charge:R:1 method="wB97M-V/def2-TZVPD" e_lumo_ev="-4.5 / -5.5" homo_ev="-9.819 / -10.144" spin_multiplicity=1 total_charge=+1 largest_force_ev_per_a=3.98
Sn -0.00221 0.38642 -0.47276 0.7 -0.9 0.9 1.2929
I 6.06217 4.82552 -6.63419 0.6 0.3 -0.4 0.9657
C 5.12968 4.04362 -5.00162 -2.1 -1.3 -0.3 -0.7799
C 3.91519 3.33846 -5.24273 0.8 0.9 -0.4 -0.1374
C 3.08050 3.02884 -4.20318 0.2 -0.8 0.4 -0.0631
C 3.47900 3.16852 -2.85634 -1.1 0.0 0.8 -0.1454
C 4.70719 3.78798 -2.63271 0.2 0.2 0.3 -0.0297
C 5.48909 4.24097 -3.70521 0.5 0.7 0.7 -0.1439
C 2.47377 2.65232 -1.77943 0.6 -0.8 0.5 0.0083
C 2.91452 1.81550 -0.71093 0.6 -1.2 0.0 -0.1714
C 4.31842 1.50668 -0.37308 -0.9 0.4 0.1 0.0152
C 4.34108 0.74123 0.74960 -0.3 0.3 -0.8 0.0194
C 2.95145 0.42533 1.07765 0.4 0.8 -0.9 -0.1987
C 2.59040 -0.35738 2.18809 -0.1 -0.4 -1.6 -0.0484
C 3.69711 -0.92573 3.01433 -0.7 0.7 1.7 -0.1843
C 4.72369 -1.77842 2.63635 -1.3 0.1 -0.7 -0.0302
C 5.48750 -2.38368 3.60228 0.7 1.1 0.7 -0.1379
C 5.38084 -2.01548 4.94317 -0.8 -0.5 -0.4 -0.7480
I 6.54059 -2.98070 6.34120 0.3 -0.1 0.3 0.9351
C 4.36279 -1.15722 5.34443 0.8 0.1 1.1 -0.1386
C 3.59066 -0.58453 4.38154 -0.8 -0.4 -1.4 -0.0424
C 1.25002 -0.71427 2.44338 -2.7 -1.4 0.9 -0.1574
N 0.08173 -0.33803 1.72066 0.0 -0.6 1.4 -0.0139
C -1.03684 -0.98181 2.33744 1.3 -0.2 -0.4 -0.1951
C -2.40415 -0.92465 1.90649 2.2 1.4 -1.5 -0.0395
C -3.39793 -1.79979 2.49706 -2.0 -0.3 -1.0 -0.2159
C -3.61329 -1.64199 3.83389 0.6 -0.4 1.8 -0.0583
C -4.43580 -2.44099 4.61147 -0.9 -0.1 0.5 -0.1118
C -5.23047 -3.40666 3.99947 0.8 -0.2 -0.3 -0.7265
I -6.12068 -5.01149 5.01633 0.0 0.6 -0.1 0.8891
C -5.18044 -3.43820 2.61780 -0.6 0.2 -2.7 -0.1510
C -4.35717 -2.59866 1.81857 0.6 -0.9 1.3 -0.0033
C -2.79301 0.06517 0.96513 -0.1 -0.6 0.3 -0.2287
C -4.17251 0.37302 0.70515 -0.2 -0.8 1.0 0.0215
C -4.18682 1.51221 -0.02814 0.2 1.0 -0.1 0.0117
C -2.82468 1.87253 -0.27162 1.0 -0.3 0.2 -0.2023
N -1.94067 0.97731 0.34987 -2.3 0.6 -0.4 -0.0351
C -2.38690 2.93896 -1.11619 -2.9 0.0 0.7 -0.0325
C -1.12781 3.09588 -1.55081 3.0 1.0 -2.4 -0.2086
C -0.76310 4.01692 -2.66105 0.6 0.5 1.7 0.0473
C 0.60417 3.96139 -2.82774 -1.5 -0.2 -0.3 0.0112
C 1.07260 2.95398 -1.91467 0.6 0.0 -0.1 -0.2324
N 0.04644 2.41354 -1.15724 -0.1 1.6 -1.1 -0.0520
C -3.46556 3.94116 -1.58762 1.4 -1.7 0.6 -0.1892
C -4.20538 4.64617 -0.65885 0.3 -0.7 1.4 -0.0597
C -5.20317 5.47779 -1.07572 -1.6 2.1 -1.1 -0.1325
C -5.36532 5.80212 -2.47461 1.0 -1.5 1.6 -0.7194
I -6.81533 7.17928 -3.02679 0.2 -0.1 -0.1 0.9049
C -4.56750 5.05635 -3.36763 -2.0 2.1 -1.6 -0.1411
C -3.72963 4.09617 -2.92688 1.0 -1.6 -0.5 -0.0905
C -0.56780 -1.80283 3.43679 0.9 0.6 -0.6 -0.0126
C 0.79734 -1.66273 3.52022 -0.4 0.9 -1.2 0.0264
N 2.10690 1.04307 0.16444 0.8 0.8 0.1 -0.0213
H 3.64496 3.14815 -6.27910 -0.2 0.0 0.3 0.0920
H 2.12790 2.57502 -4.41513 -0.1 -0.2 -0.1 0.1154
H 5.11773 4.01752 -1.64337 -0.5 -0.2 -0.2 0.1226
H 6.36405 4.85731 -3.52496 0.0 -0.2 0.3 0.1046
H 5.17592 1.86941 -0.91200 0.0 0.1 0.0 0.1017
H 5.26249 0.43819 1.24497 -0.6 0.0 0.0 0.1231
H 4.80280 -2.04024 1.59389 0.2 -0.2 -0.2 0.1256
H 6.28230 -3.01529 3.31625 0.6 -0.8 -0.3 0.0842
H 4.20605 -0.92684 6.40794 0.1 -0.1 -0.6 0.1123
H 2.76615 0.05718 4.60110 -0.3 0.4 0.6 0.1174
H -2.95441 -0.96151 4.33354 0.0 0.4 0.4 0.1210
H -4.50992 -2.29285 5.68947 0.2 0.0 -0.3 0.1113
H -5.83033 -4.08235 1.97681 0.5 0.3 1.1 0.1144
H -4.39704 -2.74530 0.73547 0.2 0.2 0.4 0.1261
H -5.00909 -0.19899 1.17328 0.8 0.8 -0.7 0.1370
H -5.01925 2.16631 -0.29120 0.2 -0.6 -0.1 0.1247
H -1.44339 4.78625 -3.04185 0.5 -0.6 -0.1 0.1176
H 1.18573 4.54380 -3.56553 -0.4 -0.5 0.9 0.1328
H -4.04086 4.44460 0.42388 -0.2 0.3 -0.9 0.1444
H -5.88185 5.97891 -0.34048 0.8 -0.5 -0.7 0.1103
H -4.60373 5.21575 -4.47290 -0.4 -0.1 1.1 0.1248
H -3.33364 3.39543 -3.68002 0.2 0.5 0.5 0.1431
H -1.22426 -2.38847 4.07030 0.4 0.0 -0.2 0.1152
H 1.43146 -2.20463 4.20203 0.2 0.2 0.0 0.1128
Te -0.13866 -4.70484 0.58734 0.3 0.0 0.2 0.8523
C -0.02025 -6.18299 -0.87278 -2.0 -0.9 0.5 -0.7135
C -1.27065 -6.82924 -1.21648 1.2 1.0 0.2 -0.1631
C -1.31540 -7.51917 -2.39912 -1.5 -1.1 -0.6 -0.1051
C -0.16303 -7.74973 -3.14020 -0.5 -0.2 -1.4 -0.1009
C 1.02399 -7.16926 -2.79702 1.8 -0.9 0.1 -0.0932
C 1.11861 -6.45979 -1.59964 0.0 0.6 -0.7 -0.1677
H -2.14446 -6.75261 -0.56326 0.3 0.3 -0.4 0.0849
H -2.28584 -7.91657 -2.80355 1.1 0.2 0.7 0.1250
H -0.20422 -8.36063 -4.05889 -0.1 0.4 0.6 0.1179
H 1.92903 -7.39333 -3.42545 -0.9 0.4 0.8 0.1267
H 2.05046 -6.03845 -1.27839 0.4 0.2 0.0 0.0835

Entry 3:
15
Properties=species:S:1:pos:R:3:forces:R:3:lowdin_charge:R:1 method="wB97M-V/def2-TZVPD" e_lumo_ev=0.9 relative_energy_kcal_mol=123.7 homo_ev=-9.267 spin_multiplicity=1 largest_force_ev_per_a=6.22
N 1.23508 0.79676 -0.46546 0.1 -1.2 0.9 0.0121
C -0.06537 0.01722 -0.59800 2.6 0.4 2.0 -0.5215
C -1.00474 0.89887 -1.26347 -1.8 0.4 -6.0 -0.1397
C -0.54108 -0.26485 0.83617 1.6 3.2 -1.4 -0.2937
N 0.39993 -1.40405 1.62702 -3.4 -0.1 -0.1 -0.0358
H 2.02605 0.28344 -0.90125 -0.8 0.5 0.5 0.0745
H 1.37605 0.73697 0.56008 0.8 0.3 -1.0 0.0559
H 0.17946 -0.93233 -1.10257 -0.7 0.4 -0.1 0.1381
H -0.45823 1.11242 -2.36706 -1.5 0.1 2.9 0.1377
H -1.35821 1.86757 -0.79772 0.8 -1.3 -0.3 0.0986
H -1.91395 0.29736 -1.66937 1.0 1.0 1.1 0.0949
H -0.27284 0.60009 1.46684 -0.5 -0.3 -0.3 0.1177
H -1.67408 -0.15202 0.74860 0.7 -1.3 0.7 0.1441
H -0.73473 -1.45817 0.99263 2.1 -3.1 2.2 0.0986
H 1.05256 -2.01177 1.09068 -1.2 0.9 -1.1 0.0184

Entry 4:
11
Properties=species:S:1:pos:R:3:forces:R:3:lowdin_charge:R:1 method="wB97M-V/def2-TZVPD" e_lumo_ev=0.5 relative_energy_kcal_mol=23.1 homo_ev=-9.259 spin_multiplicity=1 largest_force_ev_per_a=1.10
O -2.40620 -0.23508 -0.73141 0.0 -0.3 0.1 0.0586
C -1.58143 0.63583 -0.78154 0.2 -0.8 0.4 -0.3695
N -0.25528 0.46254 -0.39301 -0.1 0.2 0.0 -0.4515
S 0.87226 1.70638 -0.71136 -0.1 -0.3 -0.6 0.8590
C 0.12914 -0.83352 -0.00257 0.6 -0.5 0.4 -0.1629
C 1.09779 -1.09841 0.87993 -0.6 0.2 -0.5 -0.7543
F 1.77420 -0.14451 1.52483 -0.1 -0.1 0.0 -0.0032
Cl 1.60480 -2.67937 1.29758 0.0 0.1 0.0 0.7261
H -1.80280 1.62185 -1.12637 0.0 1.0 -0.3 0.1055
H 0.98924 2.21643 0.50471 0.0 0.1 0.6 -0.1341
H -0.42172 -1.65214 -0.46079 0.1 0.2 0.2 0.1264

Entry 5:
21
Properties=species:S:1:pos:R:3:forces:R:3:lowdin_charge:R:1 method="wB97M-V/def2-TZVPD" e_lumo_ev=-3.3 relative_energy_kcal_mol=62.2 homo_ev=-15.716 spin_multiplicity=1 total_charge=+1 largest_force_ev_per_a=4.81 smiles=C[C@@H]1CCn2nn[n+](C)c21
C -1.35743 -0.00174 0.69434 -3.1 -1.8 -0.7 -0.0557
C -0.49604 0.41215 -0.44053 0.7 -3.6 0.6 -0.1833
C -0.74413 -0.58604 -1.63243 0.7 0.8 0.2 -0.0776
C 0.57477 -0.83064 -2.29905 0.7 -4.8 0.3 -0.0613
N 1.45796 -0.63812 -1.17942 -0.3 1.4 2.4 -0.0361
N 2.72031 -0.86439 -0.93969 2.0 0.1 -0.2 0.1333
N 3.02005 -0.33269 0.18289 0.8 -1.1 -0.4 0.1218
N 1.92307 0.20283 0.73303 -1.2 -1.6 -1.7 -0.0436
C 2.00430 0.66138 2.09792 -0.6 -0.3 -0.1 0.0583
C 0.92751 0.01901 -0.14141 0.0 -0.1 -0.4 -0.1120
H -1.29343 -1.02330 1.07884 0.7 -0.2 -0.6 0.1130
H -2.46096 0.06562 0.55885 0.7 0.2 -0.8 0.1221
H -1.27718 0.55587 1.52033 0.9 2.5 3.2 0.0330
H -0.39228 1.43750 -0.56056 -0.8 2.1 -0.9 0.1448
H -1.48058 -0.37907 -2.33737 -1.3 1.3 -1.2 0.1170
H -1.11000 -1.50054 -1.25861 -0.2 -1.1 1.1 0.1159
H 0.78804 -1.94179 -2.67906 -0.8 2.4 0.6 0.1984
H 0.80513 -0.18130 -3.05249 0.7 1.8 -2.0 0.1060
H 2.39341 -0.04851 2.83265 -0.6 -0.5 -0.5 0.1241
H 2.74300 1.37501 1.99779 1.3 2.1 0.5 0.0811
H 1.04360 1.08045 2.31912 -0.3 0.2 0.6 0.1006

Entry 6:
16
Properties=species:S:1:pos:R:3:forces:R:3:lowdin_charge:R:1 method="wB97M-V/def2-TZVPD" e_lumo_ev=1.2 relative_energy_kcal_mol=75.0 homo_ev=-8.413 spin_multiplicity=1 largest_force_ev_per_a=0.46
C 1.92770 0.40290 0.20020 0.1 0.1 0.0 -0.0875
N 0.92695 -0.58345 -0.16209 0.0 0.1 0.0 -0.1263
C -0.09101 -0.93846 0.80937 0.1 -0.2 0.3 -0.2052
C -1.28868 0.02592 0.68773 -0.2 0.1 0.2 -0.1523
C -0.94528 0.98976 -0.43499 0.0 0.2 0.0 -0.1044
C -0.18893 -0.21228 -1.06653 0.0 0.1 -0.5 -0.1963
C -1.12100 -1.15658 -0.23671 -0.2 -0.3 -0.1 -0.0981
H 2.50922 0.01780 1.04602 -0.1 0.1 -0.1 0.0844
H 1.52234 1.38685 0.48010 0.0 -0.1 0.0 0.0713
H 2.61745 0.54572 -0.63947 -0.1 0.0 0.1 0.0826
H 0.12122 -1.50746 1.70994 -0.1 0.1 -0.2 0.1396
H -2.01896 0.14750 1.48156 0.2 0.0 -0.1 0.1247
H -0.40071 1.91661 -0.21880 0.0 -0.2 0.0 0.0903
H -1.83550 1.21866 -1.02892 0.1 0.0 0.1 0.1119
H 0.01031 -0.24921 -2.13912 0.0 0.0 0.2 0.1356
H -1.74514 -2.00428 -0.48827 0.1 0.1 0.1 0.1298